1.
The following is a quantum chemistry calculation of C9H24NO14S3V as an isolated structure, from the OMol25 dataset.

CARTESIAN COORDINATES (ANGSTROEM)
O  -2.657  1.140  0.389
V  -2.834  0.944  -1.168
O  -3.882  2.120  -1.591
N  0.110  -0.258  -1.989
O  1.154  0.350  -1.768
O  -0.853  -0.206  -1.127
O  0.004  -1.070  -2.924
O  -1.656  -3.611  1.038
S  -2.241  -3.178  2.275
O  -3.399  -3.867  2.780
O  -1.044  -3.209  3.417
C  -1.341  -2.760  4.749
C  -0.554  -3.630  5.696
C  -2.523  -1.418  2.223
H  -2.413  -2.801  4.946
H  -0.948  -1.745  4.856
H  -0.796  -4.695  5.690
H  -0.762  -3.306  6.720
H  0.522  -3.612  5.519
H  -3.528  -1.293  1.824
H  -1.816  -0.925  1.559
H  -2.386  -1.000  3.216
O  -0.013  4.552  0.087
S  -0.335  3.937  -1.155
O  -1.098  2.719  -1.255
O  -1.096  4.989  -2.147
C  -0.750  6.347  -2.042
C  -1.330  7.090  -3.259
C  1.229  3.669  -1.990
H  0.327  6.549  -2.112
H  -1.058  6.873  -1.138
H  -2.422  7.067  -3.228
H  -1.095  6.730  -4.259
H  -0.990  8.119  -3.139
H  1.723  4.604  -2.231
H  1.051  2.944  -2.781
H  1.860  3.151  -1.267
O  3.627  -4.900  -2.519
S  2.706  -3.815  -2.266
O  1.319  -3.996  -2.593
O  2.854  -3.426  -0.705
C  2.140  -2.363  -0.086
C  2.104  -2.624  1.428
C  3.253  -2.297  -3.020
H  1.075  -2.379  -0.333
H  2.580  -1.388  -0.283
H  3.108  -2.653  1.852
H  1.614  -3.549  1.735
H  1.468  -1.855  1.874
H  3.400  -2.390  -4.093
H  4.208  -2.000  -2.596
H  2.383  -1.675  -2.806

Values from the calculation:
**Frontier orbital gap**: 7.10 eV
**Calculated total energy**: -98063.246 eV
**M**: 517.4 g/mol
**ΔE to the lowest compared entry with this formula, charge and spin**: 248.6 kJ/mol

Here are the Löwdin charges for atoms 1 to 6, given in e: atom 1 (O): -0.24, atom 2 (V): 1.15, atom 3 (O): -0.31, atom 4 (N): -0.55, atom 5 (O): 0.02, atom 6 (O): -0.15

***

2.
The following is a quantum chemistry calculation of one molecule with the formula C23H33ClN2O5, from the OMol25 dataset.

CARTESIAN COORDINATES (ANGSTROEM)
C  4.734  3.040  -0.364
H  5.044  2.131  0.146
H  4.781  3.871  0.333
H  5.419  3.226  -1.187
C  3.307  2.884  -0.893
C  2.868  4.148  -1.629
H  1.857  4.034  -2.007
H  2.892  4.991  -0.945
H  3.538  4.349  -2.463
C  2.348  2.544  0.246
H  1.319  2.519  -0.101
H  2.605  1.577  0.675
H  2.427  3.300  1.022
O  3.409  1.764  -1.816
C  2.359  1.345  -2.521
O  1.237  1.819  -2.502
N  2.714  0.307  -3.309
H  3.634  -0.079  -3.174
C  1.756  -0.409  -4.121
H  2.291  -0.882  -4.947
H  1.062  0.332  -4.528
C  0.967  -1.447  -3.312
C  1.873  -2.560  -2.764
C  1.130  -3.893  -2.620
H  1.630  -4.511  -1.874
H  1.144  -4.434  -3.568
C  -0.332  -3.688  -2.202
C  -0.342  -3.113  -0.783
O  0.065  -3.786  0.145
N  -0.819  -1.864  -0.612
H  -1.101  -1.304  -1.401
C  -0.832  -1.207  0.671
H  -0.558  -1.960  1.415
H  -0.083  -0.405  0.702
C  -2.219  -0.627  1.002
C  -2.218  -0.168  2.441
C  -2.727  -1.010  3.423
C  -2.718  -0.641  4.755
C  -2.190  0.589  5.112
C  -1.672  1.440  4.151
C  -1.686  1.058  2.821
H  -1.284  1.730  2.080
H  -1.261  2.395  4.439
Cl  -2.178  1.063  6.776
H  -3.118  -1.299  5.511
H  -3.138  -1.970  3.146
H  -2.942  -1.444  0.913
C  -2.650  0.478  0.006
H  -3.323  1.169  0.515
C  -1.491  1.274  -0.567
O  -0.956  2.205  -0.025
O  -1.123  0.820  -1.759
H  -0.322  1.301  -2.103
H  -3.179  0.023  -0.832
C  -1.085  -2.929  -3.304
C  -0.160  -2.045  -4.152
H  -0.744  -1.245  -4.611
H  0.279  -2.634  -4.959
H  -1.892  -2.330  -2.877
H  -1.561  -3.658  -3.963
H  -0.780  -4.681  -2.086
H  2.266  -2.258  -1.792
H  2.725  -2.708  -3.433
H  0.525  -0.906  -2.475

Values from the calculation:
**Frontier orbital gap**: 9.44 eV
**Calculated total energy**: -50130.119 eV
**M**: 453.0 g/mol
**ΔE to the lowest compared entry with this formula, charge and spin**: 4.1 kJ/mol
**SMILES string**: CC(C)(C)OC(=O)NC[C@H]1CC[C@H](C(=O)NC[C@H](CC(=O)O)c2ccc(Cl)cc2)CC1

Here are the natural (NBO) charges for atoms 1 to 6, given in e: atom 1 (C): -0.61, atom 2 (H): 0.22, atom 3 (H): 0.22, atom 4 (H): 0.21, atom 5 (C): 0.27, atom 6 (C): -0.64

***

3.
The following is a quantum chemistry calculation of a 2-piece molecular cluster, C3H6IN2 overall, from the OMol25 dataset.

CARTESIAN COORDINATES (ANGSTROEM)
C  1.667  0.129  -0.030
C  -0.151  -1.006  0.470
C  0.642  0.865  -0.822
N  1.201  -0.867  0.592
N  -0.501  -0.033  -0.661
I  0.867  1.658  -2.697
H  2.656  0.432  -0.283
H  -0.474  -2.073  0.105
H  -0.673  -0.640  1.333
H  0.496  2.437  0.314
H  -0.454  -0.742  -1.464
H  -1.472  0.390  -0.489

Values from the calculation:
**Frontier orbital gap (spin up / spin down)**: 8.25 / 8.26 eV
**Charge**: +1
**Calculated total energy**: -14277.412 eV
**M**: 197.0 g/mol
**ΔE to the lowest compared entry with this formula, charge and spin**: 453.6 kJ/mol

Here are the natural (NBO) charges for atoms 1 to 6, given in e: atom 1 (C): 0.05, atom 2 (C): -0.07, atom 3 (C): -0.25, atom 4 (N): -0.35, atom 5 (N): -0.63, atom 6 (I): 0.37

***

4.
The following is a quantum chemistry calculation of CBrCl2NO2 as an isolated structure, from the OMol25 dataset.

CARTESIAN COORDINATES (ANGSTROEM)
C  -0.352  0.439  0.455
N  0.667  -0.643  -0.750
O  0.126  -0.807  -1.756
O  1.649  -1.098  -0.230
Cl  0.221  2.107  0.129
Cl  -0.067  -0.101  2.051
Br  -2.244  0.103  0.100

Values from the calculation:
**Frontier orbital gap**: 9.98 eV
**Calculated total energy**: -101705.074 eV
**M**: 208.8 g/mol
**ΔE to the lowest compared entry with this formula, charge and spin**: 58.9 kJ/mol

Here are the natural (NBO) charges for atoms 1 to 6, given in e: atom 1 (C): -0.24, atom 2 (N): 0.58, atom 3 (O): -0.28, atom 4 (O): -0.33, atom 5 (Cl): 0.05, atom 6 (Cl): 0.10

***

5.
The following is a quantum chemistry calculation of a 2-piece molecular cluster, C4H8NO3 overall, from the OMol25 dataset.

CARTESIAN COORDINATES (ANGSTROEM)
C  0.116  2.933  1.306
C  1.144  2.282  0.407
O  2.081  2.924  -0.030
N  1.034  0.950  0.197
H  1.759  0.448  -0.285
H  0.179  0.427  0.257
H  -0.831  3.114  0.798
H  0.531  3.897  1.585
H  -0.018  2.355  2.215
C  -2.316  -1.818  -0.904
C  -0.805  -2.372  -0.452
O  0.109  -1.696  -0.832
O  -1.083  -3.368  0.207
H  -3.104  -2.438  -0.493
H  -2.307  -1.882  -1.979
H  -2.385  -0.833  -0.445

Values from the calculation:
**Frontier orbital gap (spin up / spin down)**: 9.95 / 6.17 eV
**Calculated total energy**: -11908.735 eV
**M**: 118.1 g/mol
**2S+1**: 2
**ΔE to the lowest compared entry with this formula, charge and spin**: 22.7 kJ/mol

Here are the natural (NBO) charges for atoms 1 to 6, given in e: atom 1 (C): -0.72, atom 2 (C): 0.67, atom 3 (O): -0.61, atom 4 (N): -0.82, atom 5 (H): 0.41, atom 6 (H): 0.39

***

6.
The following is a quantum chemistry calculation of C3H4O3Y as an isolated structure, from the OMol25 dataset.

CARTESIAN COORDINATES (ANGSTROEM)
O  -1.796  1.699  -1.146
Y  0.238  -2.346  -1.496
O  -0.960  -0.400  -0.976
C  -1.008  0.630  -0.299
O  -0.618  1.021  0.749
C  -1.584  2.904  -0.885
C  -2.044  3.962  -1.775
H  -1.178  3.158  0.106
H  -2.694  4.627  -1.185
H  -1.164  4.574  -2.035
H  -2.554  3.581  -2.664

Values from the calculation:
**Frontier orbital gap**: 5.84 eV
**Charge**: +3
**Calculated total energy**: -10324.916 eV
**M**: 177.0 g/mol
**ΔE to the lowest compared entry with this formula, charge and spin**: 223.5 kJ/mol

Here are the natural (NBO) charges for atoms 1 to 6, given in e: atom 1 (O): -0.45, atom 2 (Y): 2.78, atom 3 (O): -0.91, atom 4 (C): 0.99, atom 5 (O): -0.42, atom 6 (C): 0.58

***

> Which formula does entry 1 have?

C9H24NO14S3V

***

> Look up the M of the first one.

517.4 g/mol

***

Please write out number 2 again, unchanged.
The following is a quantum chemistry calculation of one molecule with the formula C23H33ClN2O5, from the OMol25 dataset.

CARTESIAN COORDINATES (ANGSTROEM)
C  4.734  3.040  -0.364
H  5.044  2.131  0.146
H  4.781  3.871  0.333
H  5.419  3.226  -1.187
C  3.307  2.884  -0.893
C  2.868  4.148  -1.629
H  1.857  4.034  -2.007
H  2.892  4.991  -0.945
H  3.538  4.349  -2.463
C  2.348  2.544  0.246
H  1.319  2.519  -0.101
H  2.605  1.577  0.675
H  2.427  3.300  1.022
O  3.409  1.764  -1.816
C  2.359  1.345  -2.521
O  1.237  1.819  -2.502
N  2.714  0.307  -3.309
H  3.634  -0.079  -3.174
C  1.756  -0.409  -4.121
H  2.291  -0.882  -4.947
H  1.062  0.332  -4.528
C  0.967  -1.447  -3.312
C  1.873  -2.560  -2.764
C  1.130  -3.893  -2.620
H  1.630  -4.511  -1.874
H  1.144  -4.434  -3.568
C  -0.332  -3.688  -2.202
C  -0.342  -3.113  -0.783
O  0.065  -3.786  0.145
N  -0.819  -1.864  -0.612
H  -1.101  -1.304  -1.401
C  -0.832  -1.207  0.671
H  -0.558  -1.960  1.415
H  -0.083  -0.405  0.702
C  -2.219  -0.627  1.002
C  -2.218  -0.168  2.441
C  -2.727  -1.010  3.423
C  -2.718  -0.641  4.755
C  -2.190  0.589  5.112
C  -1.672  1.440  4.151
C  -1.686  1.058  2.821
H  -1.284  1.730  2.080
H  -1.261  2.395  4.439
Cl  -2.178  1.063  6.776
H  -3.118  -1.299  5.511
H  -3.138  -1.970  3.146
H  -2.942  -1.444  0.913
C  -2.650  0.478  0.006
H  -3.323  1.169  0.515
C  -1.491  1.274  -0.567
O  -0.956  2.205  -0.025
O  -1.123  0.820  -1.759
H  -0.322  1.301  -2.103
H  -3.179  0.023  -0.832
C  -1.085  -2.929  -3.304
C  -0.160  -2.045  -4.152
H  -0.744  -1.245  -4.611
H  0.279  -2.634  -4.959
H  -1.892  -2.330  -2.877
H  -1.561  -3.658  -3.963
H  -0.780  -4.681  -2.086
H  2.266  -2.258  -1.792
H  2.725  -2.708  -3.433
H  0.525  -0.906  -2.475

Values from the calculation:
**Frontier orbital gap**: 9.44 eV
**Calculated total energy**: -50130.119 eV
**M**: 453.0 g/mol
**ΔE to the lowest compared entry with this formula, charge and spin**: 4.1 kJ/mol
**SMILES string**: CC(C)(C)OC(=O)NC[C@H]1CC[C@H](C(=O)NC[C@H](CC(=O)O)c2ccc(Cl)cc2)CC1

Here are the natural (NBO) charges for atoms 1 to 6, given in e: atom 1 (C): -0.61, atom 2 (H): 0.22, atom 3 (H): 0.22, atom 4 (H): 0.21, atom 5 (C): 0.27, atom 6 (C): -0.64